Entry 1:
Entry from the Open Molecules 2025 dataset: a molecular structure, C32H47N3OP2PtSTe at a distorted geometry (ωB97M-V with the def2-TZVPD basis set).

Values from the calculation:
Relative energy (zero: lowest compared OMol25 entry of this formula, charge and spin)   0.0 kJ/mol
Charge   +1
LUMO (spin up / spin down)   -2.00 / -3.64 eV
Kohn-Sham gap (spin up / spin down)   7.64 / 6.06 eV
Spin multiplicity   2

Geometry (Å):
Pt -0.0999 -0.0483 0.0776
C 2.6584 1.0022 -1.9019
P 2.0525 -0.1756 -0.6651
C 2.5267 -1.7984 -1.3258
C 3.1303 0.1329 0.7784
C 2.6108 -0.5867 2.0255
P 0.7661 -0.7025 1.9907
C 0.1891 0.3143 3.3710
C 0.3984 -2.4131 2.4466
H 3.7343 0.8945 -2.0484
H 2.4380 2.0068 -1.5405
H 2.1533 0.8421 -2.8546
H 3.6134 -1.8831 -1.3770
H 2.1141 -1.9105 -2.3286
H 2.1239 -2.6004 -0.7086
H 3.0490 1.2145 0.9248
H 4.1785 -0.0930 0.5751
H 2.9233 -0.0549 2.9247
H 2.9972 -1.6045 2.1046
H 0.5600 -0.0911 4.3145
H -0.8988 0.3337 3.3853
H 0.5496 1.3341 3.2382
H 0.7241 -2.6403 3.4632
H 0.8986 -3.0836 1.7470
H -0.6735 -2.5813 2.3566
C -3.1976 4.2548 -0.6873
N -2.0603 3.6121 -0.0431
C -0.8358 3.3530 -0.5158
S 0.3639 2.8015 0.5659
N -0.5061 3.5410 -1.8008
C -1.3709 3.6144 -2.9723
H -3.9948 4.3132 0.0492
H -3.5709 3.6778 -1.5300
H -2.9552 5.2699 -1.0040
H -2.1255 3.4537 0.9482
H 0.4400 3.2504 -1.9787
H -2.0182 4.4852 -2.9478
H -1.9635 2.7046 -3.0785
H -0.7263 3.7134 -3.8422
C -6.1113 -4.5474 6.7376
C -5.5821 -3.8823 5.4987
C -6.0400 -4.2448 4.2377
C -5.5566 -3.6510 3.0773
C -6.0918 -4.1086 1.7465
C -4.5751 -2.6581 3.1994
Te -3.8719 -1.7438 1.3644
N -2.1135 -0.6408 0.2243
C -2.4196 0.1172 -0.8049
O -1.4194 0.5053 -1.5380
C -3.7846 0.5956 -1.1481
C -4.2137 0.5440 -2.4725
C -5.4686 1.0210 -2.8192
C -6.2951 1.5694 -1.8470
C -5.8630 1.6448 -0.5303
C -4.6110 1.1617 -0.1823
C -2.7691 -3.4806 0.8653
C -2.3414 -4.3161 1.8955
C -1.5869 -5.4445 1.6239
C -1.2602 -5.7458 0.3095
C -1.7063 -4.9272 -0.7135
C -2.4710 -3.7862 -0.4654
C -2.9353 -2.9728 -1.6413
C -4.1008 -2.2680 4.4519
C -3.0307 -1.2246 4.6384
C -4.6148 -2.8910 5.5855
H -6.9826 -5.1616 6.5168
H -6.3957 -3.8089 7.4877
H -5.3523 -5.1918 7.1849
H -6.8014 -5.0122 4.1522
H -6.8631 -4.8637 1.8876
H -5.3034 -4.5475 1.1304
H -6.5304 -3.2845 1.1797
H -3.5578 0.1214 -3.2237
H -5.8032 0.9655 -3.8467
H -7.2745 1.9422 -2.1168
H -6.5011 2.0854 0.2251
H -4.2599 1.2426 0.8395
H -2.6116 -4.0940 2.9206
H -1.2653 -6.0864 2.4337
H -0.6764 -6.6277 0.0795
H -1.4768 -5.1818 -1.7417
H -3.2009 -3.6306 -2.4694
H -2.1438 -2.3031 -1.9848
H -3.8096 -2.3643 -1.4089
H -2.9271 -0.5891 3.7597
H -2.0597 -1.6929 4.8250
H -3.2546 -0.5855 5.4927
H -4.2507 -2.5878 6.5619

Entry 2:
Entry from the Open Molecules 2025 dataset: 2 unconnected molecules or ions with the total composition CH5BO at a distorted geometry (ωB97M-V with the def2-TZVPD basis set).

Values from the calculation:
Relative energy (zero: lowest compared OMol25 entry of this formula, charge and spin)   396.6 kJ/mol
LUMO   0.70 eV
Kohn-Sham gap   9.65 eV

Geometry (Å):
B -1.3580 -0.2204 0.0844
C 0.9228 0.4720 0.1323
O -0.4170 0.6348 0.3017
H -0.5136 -1.8613 -0.7132
H -2.4093 -0.0819 -0.0895
H 1.5056 0.7650 0.9871
H 1.2265 0.8591 -0.7418
H 1.0429 -0.5673 0.0390

Entry 3:
Entry from the Open Molecules 2025 dataset: 4 unconnected molecules or ions with the total composition C3H17N2O3 at a distorted geometry (ωB97M-V with the def2-TZVPD basis set).

Values from the calculation:
Relative energy (zero: lowest compared OMol25 entry of this formula, charge and spin)   174.5 kJ/mol
Charge   +1
LUMO   -2.95 eV
Kohn-Sham gap   10.86 eV

Geometry (Å):
C -1.5136 2.2635 -0.8369
N -2.6454 1.6769 -0.1012
C -0.7081 1.1510 -1.4459
N -0.3109 0.0502 -0.4766
C 1.0301 0.2428 0.0673
H -1.9032 2.8196 -1.6910
H -0.9259 2.8347 -0.1444
H -3.4140 1.5868 -0.7536
H -2.9808 2.2495 0.6542
H -1.2591 0.5788 -2.1905
H 0.1769 1.5560 -1.9330
H -0.3792 -0.8887 -0.8919
H -1.0941 0.0713 0.1571
H 1.3742 -0.6582 0.5740
H 1.8461 0.3962 -0.6443
H 1.1160 1.1237 0.7017
H 4.2807 -5.3706 -1.7569
H 4.1804 -3.8781 -1.2877
O 4.6345 -4.7107 -1.1582
H 0.1444 -2.9739 -1.7841
H 0.5346 -3.3393 -0.2718
O 0.0393 -2.7557 -0.8524
H 0.0040 2.2141 5.5180
H -1.4800 1.7943 5.5708
O -0.7470 1.9660 4.9772

Entry 4:
Entry from the Open Molecules 2025 dataset: 3 unconnected molecules or ions with the total composition C6H15N at a distorted geometry (ωB97M-V with the def2-TZVPD basis set).

Values from the calculation:
Relative energy (zero: lowest compared OMol25 entry of this formula, charge and spin)   392.1 kJ/mol
Charge   +1
LUMO (spin up / spin down)   -6.34 / -6.39 eV
Kohn-Sham gap (spin up / spin down)   8.02 / 7.75 eV
Spin multiplicity   2

Geometry (Å):
C 1.4120 0.7442 -0.5944
C 0.3636 0.1752 0.1864
C -0.9853 0.5435 0.2391
C -1.4580 1.7713 -0.5603
C -1.9095 -0.0522 1.0579
C -0.9992 -2.6568 -0.9024
N 3.3959 0.8677 1.3158
H 1.2434 1.7729 -0.9120
H 2.2741 0.8893 0.2570
H 1.8678 0.1641 -1.3962
H 0.7188 -0.3910 1.0496
H -1.6491 -2.1580 -1.6269
H -2.3964 1.4741 -1.0250
H -1.6447 2.5622 0.1502
H -0.7218 1.9966 -1.3068
H -1.6306 -0.7914 1.7989
H -2.9456 0.1639 0.8267
H -1.4355 -3.5554 -0.4821
H -1.0211 -1.8362 -0.1949
H -0.0015 -2.8551 -1.2808
H 4.1493 0.2221 1.0647
H 3.3735 0.9491 2.3357